Entry from the OMol25 dataset: C50H65AgO3P2SSi as an isolated structure (ωB97M-V/def2-TZVPD).

Structure (XYZ):
```
123
Properties=species:S:1:pos:R:3:mulliken_charge:R:1
Ag 0.18 -1.70 1.04 0.932
C -2.40 -0.96 4.32 -1.714
Si -1.71 -0.87 2.49 -0.235
C -1.92 1.05 2.23 0.725
C -3.18 1.63 2.37 -0.544
C -3.40 2.98 2.17 -0.702
C -2.35 3.79 1.77 -1.129
C -1.10 3.24 1.59 0.239
C -0.86 1.89 1.82 0.787
P 0.78 1.15 1.50 0.251
C 1.58 2.37 0.27 0.254
C 2.50 1.49 -0.58 0.685
C 3.04 2.23 -1.79 -1.086
C 3.80 3.48 -1.35 -0.781
C 2.89 4.36 -0.51 -1.044
C 2.37 3.60 0.72 -0.832
C 1.74 1.49 3.10 1.095
C 1.59 0.30 4.05 0.189
C 1.63 0.72 5.51 -1.266
C 0.43 1.60 5.82 -0.583
C 0.30 2.75 4.81 -0.178
C 1.47 2.81 3.84 -1.393
C -3.25 -1.46 1.49 0.252
C -4.38 -2.02 2.08 -0.228
C -5.34 -2.69 1.36 -0.833
C -5.16 -2.87 0.00 -0.877
C -4.05 -2.32 -0.62 -0.238
C -3.12 -1.59 0.10 0.422
P -1.77 -0.64 -0.68 -0.497
C -2.90 0.83 -1.12 1.449
C -4.16 0.60 -1.96 -0.425
C -5.00 1.88 -2.00 -0.843
C -4.18 3.01 -2.63 -1.012
C -2.93 3.25 -1.80 -0.531
C -2.09 1.98 -1.71 -0.419
C -1.29 -1.55 -2.25 2.389
C 0.11 -1.03 -2.60 0.686
C 0.59 -1.60 -3.93 -0.657
C -0.25 -1.07 -5.09 -1.068
C -1.68 -0.75 -4.64 -0.586
C -2.13 -1.70 -3.53 -1.333
H -3.28 -0.35 4.50 0.412
H -1.63 -0.64 5.02 0.235
H -2.64 -1.98 4.57 0.481
H -4.01 1.00 2.65 0.215
H -4.39 3.40 2.32 0.321
H -2.51 4.85 1.60 0.278
H -0.30 3.88 1.25 -0.043
H 0.75 2.70 -0.37 0.499
H 1.96 0.60 -0.90 -0.762
H 3.32 1.14 0.04 -0.256
H 2.22 2.52 -2.45 0.319
H 3.70 1.58 -2.37 0.449
H 4.17 4.04 -2.23 0.462
H 4.67 3.18 -0.76 0.205
H 2.04 4.68 -1.12 0.288
H 3.43 5.26 -0.19 0.457
H 1.76 4.29 1.30 0.248
H 3.22 3.28 1.33 0.385
H 2.78 1.52 2.73 0.150
H 2.37 -0.44 3.83 0.227
H 0.64 -0.20 3.86 -0.464
H 2.56 1.25 5.73 0.386
H 1.61 -0.17 6.15 0.509
H 0.50 1.99 6.84 0.361
H -0.47 0.98 5.77 0.060
H 0.24 3.71 5.34 0.615
H -0.62 2.63 4.24 -0.271
H 2.38 3.08 4.40 0.669
H 1.29 3.62 3.14 0.284
H -4.51 -1.92 3.15 0.354
H -6.22 -3.09 1.85 0.335
H -5.89 -3.43 -0.58 0.376
H -3.91 -2.50 -1.68 0.315
H -3.23 1.14 -0.12 -0.288
H -4.74 -0.22 -1.54 -0.018
H -3.88 0.34 -2.98 0.149
H -5.29 2.16 -0.99 0.359
H -5.91 1.71 -2.59 0.452
H -4.78 3.92 -2.70 0.452
H -3.89 2.72 -3.64 0.331
H -3.22 3.56 -0.79 0.129
H -2.34 4.06 -2.24 0.426
H -1.22 2.15 -1.07 -0.654
H -1.73 1.71 -2.70 0.386
H -1.18 -2.56 -1.83 -1.543
H 0.80 -1.33 -1.80 -0.611
H 0.12 0.06 -2.65 0.106
H 0.52 -2.69 -3.89 -0.133
H 1.64 -1.35 -4.08 0.488
H -0.27 -1.81 -5.89 0.411
H 0.20 -0.16 -5.50 0.328
H -2.36 -0.82 -5.50 0.517
H -1.73 0.28 -4.27 -0.128
H -2.02 -2.72 -3.90 0.579
H -3.20 -1.56 -3.34 0.717
S -1.01 -4.19 0.11 -0.405
C -0.12 -4.69 -1.28 0.200
C -0.75 -5.39 -2.32 -0.515
C -0.04 -5.79 -3.43 -0.556
C 1.31 -5.50 -3.55 -0.595
C 1.95 -4.81 -2.53 -0.294
C 1.25 -4.42 -1.41 -0.102
H -1.80 -5.61 -2.24 0.407
H -0.55 -6.33 -4.23 0.311
H 1.87 -5.82 -4.43 0.321
H 3.00 -4.57 -2.62 0.358
H 1.75 -3.89 -0.61 0.072
O 4.98 0.28 1.35 -0.296
C 5.46 -0.91 0.87 0.752
C 6.81 -1.09 0.64 -0.866
C 7.29 -2.29 0.13 -0.551
C 6.40 -3.31 -0.15 -0.775
C 5.05 -3.13 0.10 -0.377
C 4.56 -1.95 0.62 -0.157
C 3.05 -1.81 0.89 0.711
O 2.66 -2.02 2.04 -0.844
O 2.36 -1.54 -0.11 -0.444
H 5.69 0.93 1.35 0.232
H 7.51 -0.29 0.88 0.303
H 8.35 -2.43 -0.03 0.351
H 6.75 -4.25 -0.57 0.387
H 4.35 -3.93 -0.10 0.498
```

Summary:
Kohn-Sham gap in Eh: 0.1747
HOMO level in eV: -0.70
Total charge: -2

---

Entry from the OMol25 dataset: one molecule with the formula C11H16FNO3S in a non-equilibrium geometry (ωB97M-V/def2-TZVPD).

Structure (XYZ):
```
33
Properties=species:S:1:pos:R:3:mulliken_charge:R:1
C -2.43 2.76 2.38 -1.449
C -2.03 1.60 1.49 0.944
C -1.93 0.32 1.96 -0.691
C -1.53 -0.70 1.13 -0.407
C -1.26 -0.41 -0.18 0.814
C -0.77 -1.54 -1.09 -1.787
N 0.71 -1.58 -1.01 0.310
C 1.37 -0.57 -1.87 -0.901
C 2.00 0.64 -1.11 -0.707
C 2.13 0.48 0.39 -0.431
O 3.34 -0.21 0.71 -0.552
S 1.33 -3.10 -1.19 1.077
O 0.40 -4.10 -0.81 -0.628
O 2.56 -3.14 -0.48 -0.556
F 1.71 -3.29 -2.71 -0.248
C -1.38 0.87 -0.67 -0.360
C -1.77 1.88 0.17 -0.736
H -2.32 2.53 3.44 0.355
H -1.71 3.56 2.18 0.361
H -3.43 3.12 2.12 0.305
H -2.12 0.08 3.00 0.349
H -1.42 -1.72 1.49 0.413
H -1.15 -1.39 -2.10 0.373
H -1.24 -2.45 -0.71 0.602
H 0.60 -0.16 -2.53 0.314
H 2.11 -1.00 -2.54 0.526
H 1.44 1.54 -1.37 0.397
H 3.02 0.76 -1.50 0.441
H 2.14 1.50 0.82 0.410
H 1.29 -0.04 0.86 0.268
H 3.40 -0.17 1.67 0.313
H -1.15 1.03 -1.72 0.473
H -1.88 2.89 -0.20 0.405
```

Summary:
Kohn-Sham gap in Eh: 0.3719
HOMO level in eV: -9.45
Total charge: 0
SMILES: Cc1ccc(CN(CCCO)S(=O)(=O)F)cc1

---

Entry from the OMol25 dataset: one molecule with the formula C5H6N2 in a non-equilibrium geometry (ωB97M-V/def2-TZVPD).

Structure (XYZ):
```
13
Properties=species:S:1:pos:R:3:mulliken_charge:R:1
H -2.18 1.23 -0.11 0.228
N -2.47 0.37 -0.27 -0.545
C -1.79 -0.58 -0.11 0.058
N -0.38 -0.34 0.19 0.135
C 0.60 -1.23 0.04 -0.279
C 1.80 -0.46 -0.39 -0.631
C 1.49 0.90 -0.16 -0.307
C 0.13 0.91 0.23 -0.358
H -2.23 -1.51 -0.12 0.422
H 0.59 -2.20 0.50 0.373
H 2.87 -0.69 -0.17 0.245
H 2.05 1.76 0.02 0.435
H -0.48 1.84 0.34 0.224
```

Summary:
Kohn-Sham gap in Eh: 0.3404
Energy above the lowest of the compared OMol25 structures with the same formula, charge and spin in kcal/mol: 67.5
HOMO level in eV: -8.28
Total charge: 0
SMILES: [H]/N=C\n1cccc1

---

Entry from the OMol25 dataset: a 4-piece molecular cluster, C15H22F4N3O9 overall in a non-equilibrium geometry (ωB97M-V/def2-TZVPD).

Structure (XYZ):
```
53
Properties=species:S:1:pos:R:3:mulliken_charge:R:1
C -2.51 -0.63 -0.28 -0.647
C -1.86 -2.02 -0.47 -0.575
C -0.34 -1.99 -0.37 0.055
F 0.01 -1.57 0.87 -0.294
N 0.36 -1.24 -1.43 0.273
C 0.96 0.07 -1.12 -0.450
C 0.21 1.09 -2.04 -0.474
N -0.71 0.16 -2.72 0.029
C -0.28 -1.08 -2.64 -0.161
N -0.41 -2.03 -3.58 -0.212
H -3.27 -0.64 0.51 0.379
H -1.78 0.16 -0.10 -0.150
H -3.05 -0.32 -1.18 0.325
H -2.20 -2.64 0.36 0.416
H -2.22 -2.52 -1.38 0.335
H 0.00 -3.03 -0.45 0.267
H 2.01 -0.04 -1.39 0.371
H 0.91 0.44 -0.10 0.119
H -0.23 1.95 -1.55 0.401
H 0.98 1.33 -2.78 0.314
H -1.13 0.45 -3.59 0.298
H 0.39 -2.32 -4.12 0.083
H -1.31 -2.43 -3.80 0.241
C 4.10 -4.20 -5.77 -0.421
C 3.08 -5.30 -5.69 0.308
O 1.88 -4.58 -5.42 -0.286
C 2.03 -3.36 -5.98 0.721
O 1.14 -2.60 -6.19 -0.573
O 3.32 -3.12 -6.29 -0.301
F 3.33 -6.14 -4.65 -0.269
H 4.50 -3.93 -4.79 0.280
H 4.93 -4.45 -6.43 0.269
H 2.95 -5.89 -6.60 0.307
C -0.14 2.69 2.70 -0.011
C -0.22 4.01 1.98 0.410
O -1.32 3.82 1.10 -0.342
C -2.15 2.91 1.71 0.705
O -3.27 2.72 1.39 -0.529
O -1.51 2.27 2.73 -0.336
F 0.89 4.24 1.25 -0.300
H 0.45 1.95 2.15 0.030
H 0.26 2.78 3.71 0.129
H -0.42 4.86 2.63 0.281
C -1.46 2.49 7.53 -0.455
C 0.01 2.68 7.26 0.331
O 0.00 3.41 6.04 -0.311
C -1.16 4.13 6.04 0.675
O -1.38 5.04 5.31 -0.501
O -2.03 3.67 6.97 -0.309
F 0.64 1.50 7.05 -0.284
H -1.86 1.61 7.02 0.286
H -1.68 2.41 8.60 0.280
H 0.55 3.25 8.02 0.274
```

Summary:
Kohn-Sham gap in Eh: 0.3492
HOMO level in eV: -13.41
Total charge: +1

---

Entry from the OMol25 dataset: one molecule with the formula C20H27N3O3S in a non-equilibrium geometry (ωB97M-V/def2-TZVPD).

Structure (XYZ):
```
54
Properties=species:S:1:pos:R:3:mulliken_charge:R:1
C 5.63 1.96 0.19 -0.931
C 5.89 0.47 0.01 -0.259
C 5.21 -0.34 1.11 -0.810
O 3.80 -0.24 1.07 -0.438
C 3.09 -0.92 0.15 0.155
C 3.60 -1.85 -0.75 -0.721
C 2.77 -2.51 -1.64 -0.776
C 1.41 -2.25 -1.65 -1.093
C 0.89 -1.32 -0.77 0.350
C 1.71 -0.65 0.13 -0.185
C 1.18 0.39 1.07 1.321
S 1.68 2.06 0.48 -0.226
C 0.76 2.06 -1.09 -0.314
C -0.60 2.67 -0.92 0.411
O -0.98 3.64 -1.55 -0.658
N -1.45 2.10 -0.01 0.034
C -1.35 1.03 0.85 0.010
C -0.28 0.31 1.31 -0.462
C -0.80 -0.68 2.25 -0.226
O -0.22 -1.49 2.95 -0.719
N -2.17 -0.52 2.21 -0.227
N -2.52 0.61 1.46 0.262
C -3.81 0.55 0.77 -0.074
C -4.92 0.33 1.80 -1.960
C -3.78 -0.54 -0.31 -0.147
C -5.06 -0.57 -1.16 -0.395
C -4.93 -1.57 -2.30 -1.361
H 6.07 2.32 1.11 0.310
H 6.05 2.53 -0.64 0.364
H 4.56 2.15 0.22 0.101
H 6.96 0.27 0.04 0.414
H 5.51 0.15 -0.96 0.312
H 5.52 -1.39 1.07 0.357
H 5.48 0.06 2.09 0.444
H 4.66 -2.08 -0.76 0.358
H 3.19 -3.23 -2.33 0.379
H 0.76 -2.76 -2.35 0.429
H -0.17 -1.13 -0.76 0.405
H 1.70 0.29 2.03 0.638
H 0.70 1.02 -1.44 0.169
H 1.32 2.66 -1.81 0.442
H -2.33 2.61 0.05 0.246
H -2.78 -0.80 2.96 0.243
H -3.97 1.52 0.30 0.167
H -4.76 0.99 2.66 0.500
H -5.88 0.57 1.36 0.501
H -4.94 -0.70 2.15 0.392
H -3.63 -1.51 0.16 0.289
H -2.93 -0.34 -0.97 0.252
H -5.91 -0.85 -0.54 0.317
H -5.25 0.42 -1.57 0.333
H -4.11 -1.30 -2.96 0.328
H -4.74 -2.57 -1.92 0.344
H -5.84 -1.60 -2.89 0.403
```

Summary:
Kohn-Sham gap in Eh: 0.3262
Energy above the lowest of the compared OMol25 structures with the same formula, charge and spin in kcal/mol: 32.4
HOMO level in eV: -8.31
Total charge: 0
SMILES: CCCOc1ccccc1[C@H]1SCC(=O)Nc2c1c(=O)[nH]n2[C@H](C)CCC

---

Entry from the OMol25 dataset: C43H43N5O2Sn as an isolated structure (ωB97M-V/def2-TZVPD).

Structure (XYZ):
```
94
Properties=species:S:1:pos:R:3:mulliken_charge:R:1
Sn -1.00 1.14 2.15 1.156
C -1.27 -3.04 4.37 -0.712
O -2.14 -2.04 4.99 -0.354
C -1.99 -0.95 4.30 0.365
N -1.06 -0.89 3.41 -0.172
C -0.31 -2.19 3.50 0.369
C 0.03 -2.78 2.15 0.162
C -0.07 -4.15 1.94 -0.437
C 0.29 -4.70 0.71 -1.125
C 0.75 -3.89 -0.31 -0.379
C 0.87 -2.52 -0.10 -0.879
C 0.52 -1.98 1.13 -0.597
C -2.88 0.20 4.57 0.375
C -3.82 0.24 5.57 -0.541
C -4.57 1.40 5.73 -0.470
C -4.36 2.47 4.87 -0.539
C -3.39 2.34 3.89 0.369
N -2.67 1.23 3.74 -0.138
C -3.04 3.40 2.93 0.346
N -2.09 3.25 2.07 -0.151
C -1.94 4.57 1.37 0.413
C -3.22 5.31 1.81 -0.692
O -3.68 4.53 2.97 -0.352
C -1.76 4.45 -0.13 0.406
C -2.36 5.36 -0.99 -0.544
C -2.16 5.28 -2.36 -0.801
C -1.34 4.29 -2.89 -0.688
C -0.72 3.39 -2.03 -0.494
C -0.93 3.47 -0.66 -0.486
H -1.92 -3.68 3.78 0.491
H -0.78 -3.60 5.16 0.342
H 0.61 -1.99 4.06 0.367
H -0.41 -4.82 2.72 0.483
H 0.22 -5.77 0.57 0.435
H 1.04 -4.32 -1.26 0.537
H 1.26 -1.88 -0.88 0.625
H 0.69 -0.92 1.30 0.541
H -3.95 -0.62 6.22 0.544
H -5.32 1.47 6.51 0.503
H -4.92 3.39 4.96 0.543
H -1.06 5.05 1.80 0.327
H -4.02 5.26 1.08 0.478
H -3.06 6.33 2.14 0.348
H -2.99 6.15 -0.61 0.436
H -2.63 6.00 -3.01 0.421
H -1.18 4.23 -3.95 0.426
H -0.06 2.63 -2.43 0.501
H -0.38 2.79 -0.01 0.227
C 3.73 1.92 -3.43 -1.236
C 4.84 0.92 -3.43 1.268
C 6.13 1.26 -3.12 -0.907
C 7.15 0.29 -3.15 -0.708
C 6.90 -1.04 -3.50 -0.797
C 5.63 -1.45 -3.83 1.011
C 5.33 -2.87 -4.18 -1.302
C 4.59 -0.44 -3.81 -0.153
N 3.33 -0.81 -4.10 0.053
C 2.66 -0.88 -5.16 0.786
C 3.20 -0.48 -6.50 -1.834
C 1.26 -1.48 -5.09 0.914
C 0.50 -1.63 -6.37 -1.867
N 0.81 -1.88 -3.98 0.043
C -0.24 -2.68 -3.71 -0.366
C -0.07 -4.09 -3.99 1.504
C 1.27 -4.68 -4.30 -1.896
C -1.20 -4.87 -4.03 -0.830
C -2.45 -4.32 -3.77 -0.801
C -2.59 -2.97 -3.39 -0.978
C -1.50 -2.14 -3.27 1.417
C -1.70 -0.73 -2.79 -1.326
H 4.10 2.91 -3.19 0.442
H 2.97 1.64 -2.69 0.286
H 3.24 1.97 -4.41 0.265
H 6.37 2.28 -2.86 0.470
H 8.16 0.58 -2.89 0.460
H 7.71 -1.75 -3.53 0.505
H 6.22 -3.36 -4.57 0.474
H 4.54 -2.95 -4.94 0.271
H 5.00 -3.42 -3.30 0.326
H 4.23 -0.17 -6.42 0.398
H 2.61 0.35 -6.91 0.455
H 3.13 -1.30 -7.21 0.474
H 0.51 -0.70 -6.95 0.496
H -0.53 -1.92 -6.18 0.443
H 0.97 -2.40 -6.99 0.386
H 2.09 -3.98 -4.17 0.244
H 1.29 -5.07 -5.31 0.475
H 1.45 -5.53 -3.64 0.547
H -1.12 -5.92 -4.28 0.585
H -3.34 -4.94 -3.83 0.473
H -3.57 -2.58 -3.17 0.508
H -2.75 -0.49 -2.91 0.504
H -1.13 0.02 -3.35 0.343
H -1.53 -0.63 -1.71 0.193
```

Summary:
Kohn-Sham gap (alpha / beta) in Eh: 0.2044 / 0.2150
Energy above the lowest of the compared OMol25 structures with the same formula, charge and spin in kcal/mol: 0.0
HOMO level (alpha / beta) in eV: -17.74 / -17.74
Total charge: +4

---

Entry from the OMol25 dataset: a 3-piece molecular cluster, C17H41N2O7PS2 overall in a non-equilibrium geometry (ωB97M-V/def2-TZVPD).

Structure (XYZ):
```
70
Properties=species:S:1:pos:R:3:mulliken_charge:R:1
C 2.25 -3.24 -2.59 -1.125
C 3.59 -2.51 -2.47 0.330
C 3.48 -1.27 -1.60 -1.122
C 4.73 -0.40 -1.64 -0.953
C 4.98 0.06 -3.04 -0.126
P 6.36 1.29 -3.20 0.108
S 8.05 0.53 -3.80 -0.391
O 5.32 -1.07 -3.85 -0.290
S 4.05 -2.01 -4.13 1.210
O 3.01 -1.23 -4.68 -0.630
O 4.53 -3.11 -4.86 -0.692
H 1.79 -3.08 -3.55 0.453
H 1.61 -2.89 -1.80 0.092
H 2.42 -4.30 -2.49 0.297
H 4.35 -3.18 -2.10 0.521
H 2.65 -0.66 -1.94 0.360
H 3.30 -1.59 -0.58 0.470
H 4.57 0.43 -0.97 0.518
H 5.58 -0.98 -1.28 0.343
H 4.07 0.52 -3.43 0.502
H 6.48 1.92 -1.95 0.087
H 5.88 2.22 -4.13 0.091
C -2.97 -5.00 3.46 -0.728
O -3.23 -4.69 2.10 -0.354
C -3.86 -3.43 1.91 -0.827
C -2.95 -2.50 1.14 -0.173
N -1.80 -2.11 1.95 -0.253
C -0.78 -1.37 1.22 -0.899
C -0.02 -2.10 0.12 0.089
O 0.81 -3.15 0.59 -0.378
C 0.20 -4.42 0.70 -0.682
H -2.56 -6.01 3.49 0.245
H -2.24 -4.32 3.90 0.307
H -3.89 -4.98 4.05 0.352
H -4.15 -2.98 2.86 0.419
H -4.77 -3.60 1.32 0.390
H -3.51 -1.60 0.86 0.281
H -2.65 -3.02 0.21 0.200
H -1.38 -2.94 2.34 0.166
H -0.05 -1.02 1.95 0.404
H -1.24 -0.47 0.79 0.183
H 0.65 -1.38 -0.35 0.040
H -0.68 -2.47 -0.67 0.285
H -0.58 -4.56 -0.05 0.320
H -0.23 -4.58 1.69 0.228
H 0.97 -5.17 0.55 0.307
C -3.13 2.13 -0.74 -0.895
O -2.17 2.19 0.31 -0.262
C -0.94 2.79 -0.07 -0.710
C -0.72 4.08 0.69 -0.327
N -1.67 5.10 0.27 -0.320
C -1.65 6.31 1.08 -0.700
C -2.11 6.19 2.53 -0.473
O -3.48 5.89 2.68 -0.423
C -3.80 4.51 2.70 -0.531
H -3.99 1.58 -0.36 0.256
H -3.46 3.13 -1.04 0.391
H -2.73 1.60 -1.61 0.346
H -0.91 2.97 -1.15 0.464
H -0.14 2.09 0.18 0.320
H 0.29 4.43 0.51 0.371
H -0.81 3.84 1.76 0.206
H -2.60 4.71 0.28 0.109
H -2.30 7.04 0.59 0.375
H -0.64 6.73 1.07 0.396
H -1.97 7.18 3.00 0.352
H -1.50 5.49 3.11 0.337
H -3.00 3.92 3.15 0.282
H -4.02 4.12 1.70 0.152
H -4.70 4.39 3.31 0.309
```

Summary:
Kohn-Sham gap in Eh: 0.3300
HOMO level in eV: -8.81
Total charge: 0
SMILES: C[C@@H]1CC[C@@H]([PH2]=S)OS1(=O)=O.COCCNCCOC.COCCNCCOC